Record 1
The following is a DFT calculation (wB97M-V/def2-TZVPD) of a 3-piece molecular cluster, C3H9O4S overall.

```
17
Properties=species:S:1:pos:R:3:forces:R:3:mulliken_charge:R:1
O -1.120 0.772 0.161 0.1 -0.2 0.1 -0.7263
C -0.437 -0.222 0.501 0.0 0.3 -0.5 0.3300
O -0.777 -1.432 0.472 0.1 0.5 0.0 -0.8135
C 1.017 0.020 0.974 0.1 -0.5 1.5 -0.5641
C 2.084 0.044 -0.121 -0.9 0.0 -0.1 -0.3994
S 3.644 -0.773 0.340 0.2 0.2 0.0 -0.2845
H 1.172 -0.839 1.640 0.3 -0.1 -0.3 0.2913
H 1.101 0.855 1.681 -0.1 0.3 -0.5 0.2883
H 2.317 1.061 -0.442 0.1 -0.1 0.1 0.3078
H 1.642 -0.464 -0.974 0.2 -0.2 -0.2 0.3430
H 3.157 -1.466 1.373 0.0 -0.1 0.0 0.1118
H -1.417 2.851 -1.545 -0.1 0.1 0.1 0.2780
H -2.055 2.381 -0.295 0.1 -0.1 0.0 0.4783
O -2.087 3.133 -0.910 0.0 0.0 -0.2 -0.6733
H -3.264 -1.740 -1.491 -0.1 -0.2 0.0 0.2764
H -2.143 -1.806 -0.457 -0.1 -0.7 0.1 0.4757
O -2.833 -2.375 -0.908 0.1 0.7 -0.2 -0.7197
```
Forces are in eV/Å.

The spin multiplicity is 1. The energy relative to the best compared isomer or geometry (same formula, charge and spin) is 10.1 kJ/mol. As for the net charge: -1. The calculation puts the LUMO energy at 3.02 eV. The value obtained for the orbital gap is 8.374 eV. The electronic energy comes out at -22284.60217 eV.

Record 2
The following is a DFT calculation (wB97M-V/def2-TZVPD) of a 3-piece molecular cluster, C3H9O4S overall.

```
17
Properties=species:S:1:pos:R:3:forces:R:3:mulliken_charge:R:1
O 0.825 1.807 0.007 0.2 0.0 0.1 -0.6872
C -0.323 1.345 -0.161 -0.1 -0.3 0.2 0.4363
O -1.407 1.951 -0.309 0.1 0.0 0.0 -0.7258
C -0.467 -0.214 -0.191 -0.4 0.7 -0.8 -0.4993
C 0.829 -0.979 -0.089 -0.3 0.1 0.4 -0.4549
S 0.572 -2.780 0.041 0.2 -0.1 -0.2 -0.2673
H -0.924 -0.422 -1.168 0.1 -0.1 0.1 0.1595
H -1.247 -0.470 0.523 0.2 -0.2 0.4 0.4039
H 1.437 -0.659 0.749 0.0 0.1 0.1 0.2190
H 1.403 -0.755 -0.980 0.2 -0.3 -0.2 0.3312
H -0.382 -2.723 0.978 0.0 0.0 0.0 0.0837
H 3.665 1.758 0.489 0.0 -0.1 0.1 0.3261
H 2.714 1.124 1.440 0.1 0.0 -0.2 0.3415
O 3.667 1.187 1.268 -0.2 0.1 0.0 -0.6626
H -3.831 1.365 -0.329 0.0 0.0 -0.1 0.3438
H -3.094 0.213 -0.861 -0.3 0.2 0.0 0.3530
O -4.013 0.503 -0.727 0.4 -0.1 0.1 -0.7008
```
Forces are in eV/Å.

The spin multiplicity is 1. The energy relative to the best compared isomer or geometry (same formula, charge and spin) is 10.5 kJ/mol. As for the net charge: -1. The calculation puts the LUMO energy at 3.07 eV. The value obtained for the orbital gap is 7.991 eV. The electronic energy comes out at -22284.59791 eV.

Record 3
The following is a DFT calculation (wB97M-V/def2-TZVPD) of a 3-piece molecular cluster, C3H9O4S overall.

```
17
Properties=species:S:1:pos:R:3:forces:R:3:mulliken_charge:R:1
O 0.427 -0.856 1.286 -0.1 -0.4 -1.2 -0.8584
C 0.136 -0.642 0.033 0.8 -0.7 4.2 0.3817
O -0.335 -1.459 -0.732 -0.6 -0.6 -1.9 -0.7074
C 0.298 0.812 -0.206 2.3 1.5 -1.4 -0.2051
C 0.698 1.294 -1.637 -0.3 1.2 1.7 -0.6015
S 0.144 3.188 -1.864 1.9 -1.9 -0.7 -0.2552
H 0.953 1.164 0.613 -0.2 0.1 -0.8 0.2611
H -0.640 1.214 -0.008 -1.9 0.8 0.4 0.1833
H 0.297 0.544 -2.298 -0.4 0.4 -0.9 0.3502
H 1.764 1.404 -1.767 0.3 -0.3 0.0 0.3381
H -1.027 2.886 -1.451 -1.9 -0.1 0.6 0.0967
H 2.482 -3.158 0.997 -0.5 -0.1 -0.5 0.2959
H 2.134 -1.870 1.784 -0.5 -0.2 -0.4 0.4087
O 2.749 -2.621 1.731 0.8 0.3 0.8 -0.6754
H -2.989 -0.652 0.504 -0.9 0.1 0.0 0.3505
H -3.302 -0.728 1.946 -1.5 0.6 -1.8 0.3400
O -3.789 -0.521 1.068 2.6 -0.8 1.8 -0.7030
```
Forces are in eV/Å.

The spin multiplicity is 1. The energy relative to the best compared isomer or geometry (same formula, charge and spin) is 101.3 kJ/mol. As for the net charge: -1. The calculation puts the LUMO energy at 3.04 eV. The value obtained for the orbital gap is 7.727 eV. The electronic energy comes out at -22283.65664 eV.

Record 4
The following is a DFT calculation (wB97M-V/def2-TZVPD) of a 3-piece molecular cluster, C3H9O4S overall.

```
17
Properties=species:S:1:pos:R:3:forces:R:3:mulliken_charge:R:1
O -0.060 0.312 1.090 0.6 1.0 -0.4 -0.8544
C -0.732 0.007 0.060 -1.5 -2.0 1.8 0.5358
O -1.987 0.013 0.004 0.7 1.0 -0.6 -0.7038
C -0.051 -0.825 -1.010 0.2 0.2 -1.9 -0.5242
C 0.503 0.042 -2.248 0.3 -1.7 3.4 -0.5139
S 1.975 -0.798 -2.891 0.7 -0.2 -1.1 -0.3070
H -0.825 -1.538 -1.352 0.5 0.3 -0.1 0.2166
H 0.816 -1.401 -0.705 -0.1 0.1 0.8 0.3527
H 0.802 0.968 -1.756 -0.4 0.4 -0.9 0.3380
H -0.287 -0.010 -2.970 0.1 0.8 -0.8 0.3273
H 2.899 -0.861 -1.881 -1.0 0.4 -0.1 0.1129
H -0.636 -0.735 2.563 -0.4 -0.4 -0.3 0.3582
H 0.458 -1.564 3.016 0.4 -0.4 0.1 0.2906
O -0.497 -1.612 2.983 0.0 0.6 0.2 -0.6625
H -1.135 2.903 1.057 0.0 0.1 0.2 0.2994
H -0.464 2.098 2.087 0.1 -0.3 -0.1 0.4094
O -0.778 3.004 1.951 -0.1 0.1 -0.3 -0.6750
```
Forces are in eV/Å.

The spin multiplicity is 1. The energy relative to the best compared isomer or geometry (same formula, charge and spin) is 77.5 kJ/mol. As for the net charge: -1. The calculation puts the LUMO energy at 2.95 eV. The value obtained for the orbital gap is 7.897 eV. The electronic energy comes out at -22283.90346 eV.

Record 5
The following is a DFT calculation (wB97M-V/def2-TZVPD) of one molecule with the formula C3H9OPS.

```
15
Properties=species:S:1:pos:R:3:forces:R:3:mulliken_charge:R:1
C -2.044 1.472 0.632 0.7 -3.3 0.1 -0.6741
C 1.939 -0.268 0.737 2.1 0.1 -2.5 -1.0708
C 1.249 -0.009 -0.705 0.4 -2.0 2.7 -0.6727
O -1.017 0.323 -1.749 -2.1 0.8 -2.8 -0.4767
P -0.556 0.034 -0.296 -0.4 0.4 1.0 0.5709
S -0.904 -2.100 -0.207 -1.2 0.8 0.7 -0.3235
H -2.487 0.654 1.343 0.5 1.2 -0.9 0.1570
H -1.451 2.049 1.338 0.4 0.4 0.2 0.2012
H 2.993 0.175 0.734 -1.4 -0.6 0.0 0.2927
H 1.393 0.194 1.509 -0.7 0.6 1.0 0.3923
H 2.030 -1.334 0.934 -0.1 0.0 0.1 0.3315
H 1.525 -0.817 -1.446 -0.6 1.0 0.8 0.3355
H 1.577 0.939 -1.037 0.0 1.0 -0.6 0.4017
H -1.974 0.576 -1.802 1.1 0.0 0.2 0.3843
H -2.273 -1.888 0.015 1.3 -0.3 -0.1 0.1508
```
Forces are in eV/Å.

As for the SMILES: C=[P@](O)(S)CC. The spin multiplicity is 1. The energy relative to the best compared isomer or geometry (same formula, charge and spin) is 435.8 kJ/mol. The calculation puts the LUMO energy at 0.17 eV. The value obtained for the orbital gap is 8.615 eV. The electronic energy comes out at -25425.56455 eV.

Record 6
The following is a DFT calculation (wB97M-V/def2-TZVPD) of a 2-piece molecular cluster, C3H9OS overall.

```
14
Properties=species:S:1:pos:R:3:forces:R:3:mulliken_charge:R:1
C 2.391 0.324 -0.940 -0.4 -0.1 -0.1 -0.5074
O 2.289 0.229 0.456 0.4 -0.5 0.2 -0.5093
H 1.998 -0.555 -1.464 0.0 -0.1 0.1 0.2040
H 1.830 1.186 -1.315 0.1 0.1 -0.1 0.2371
H 3.446 0.405 -1.199 0.1 0.2 0.0 0.2561
C -1.271 -1.741 -0.176 0.0 -0.3 -0.3 -0.9861
C -1.313 -0.275 -0.580 -0.1 0.1 0.0 -0.5370
S -1.079 0.892 0.790 0.1 -0.2 0.0 -0.6495
H -1.965 -1.972 0.630 -0.1 0.2 0.1 0.2917
H -0.278 -2.052 0.153 0.1 0.1 0.1 0.2461
H -1.540 -2.375 -1.033 0.0 -0.1 0.0 0.3090
H -0.544 -0.102 -1.336 0.1 -0.1 -0.1 0.1470
H -2.258 -0.097 -1.109 -0.1 0.1 0.2 0.2851
H 1.393 -0.061 0.698 -0.3 0.6 0.0 0.2132
```
Forces are in eV/Å.

The spin multiplicity is 1. The energy relative to the best compared isomer or geometry (same formula, charge and spin) is 82.4 kJ/mol. As for the net charge: -1. The calculation puts the LUMO energy at 4.00 eV. The value obtained for the orbital gap is 6.473 eV. The electronic energy comes out at -16140.20242 eV.

Record 7
The following is a DFT calculation (wB97M-V/def2-TZVPD) of a 2-piece molecular cluster, C3H9OS overall.

```
14
Properties=species:S:1:pos:R:3:forces:R:3:mulliken_spin:R:1
C -1.530 0.026 3.013 0.5 0.0 -0.2 -0.0474
S -1.619 0.640 1.317 -0.3 -0.2 0.5 0.9866
H -0.949 0.798 3.524 0.0 0.0 0.2 0.0477
H -2.448 -0.144 3.562 -0.4 0.3 -0.3 -0.0018
H -0.947 -0.891 3.065 0.2 0.0 -0.1 0.0184
C 0.913 0.439 -1.514 0.0 0.5 -1.5 0.0029
O 1.449 0.676 -2.852 0.1 -0.6 0.7 0.0002
C 0.678 -1.037 -1.238 0.0 1.4 0.2 -0.0177
H 1.570 0.944 -0.809 -0.1 -0.1 0.4 -0.0001
H -0.058 0.935 -1.554 -0.1 0.0 0.6 -0.0007
H 1.172 1.567 -3.053 0.1 0.3 -0.3 -0.0001
H 1.547 -1.522 -0.809 0.1 -0.3 -0.2 0.0009
H -0.106 -0.960 -0.483 -0.1 -0.8 0.0 0.0113
H 0.328 -1.471 -2.170 0.0 -0.4 0.2 -0.0002
```
Forces are in eV/Å.

The spin multiplicity is 2. The energy relative to the best compared isomer or geometry (same formula, charge and spin) is 78.1 kJ/mol. The calculation puts the LUMO energy (alpha / beta) at 0.91 / -2.06 eV. The value obtained for the orbital gap (alpha / beta) is 10.422 / 7.054 eV. The electronic energy comes out at -16137.67729 eV.

Record 8
The following is a DFT calculation (wB97M-V/def2-TZVPD) of one molecule with the formula C3H9P.

```
13
Properties=species:S:1:pos:R:3:forces:R:3:mulliken_spin:R:1
C 1.811 -0.334 0.045 0.8 4.8 1.7 0.0295
C 0.511 0.502 0.104 -1.3 -3.8 2.3 0.0368
C -0.735 -0.497 -0.045 2.5 -2.4 2.4 0.3936
P -2.548 0.000 0.090 0.0 -0.2 -2.5 1.2679
H 1.964 -0.612 -0.913 0.7 -1.0 -3.2 -0.0077
H 2.733 0.303 0.377 -1.6 -1.0 -0.6 0.0097
H 1.830 -1.177 0.629 -0.4 -1.9 1.6 -0.0049
H 0.346 0.976 1.044 0.3 0.3 1.1 -0.0126
H 0.384 1.244 -0.555 0.2 2.7 -3.0 -0.0020
H -0.863 -1.007 -0.973 0.5 -0.1 -1.0 0.0240
H -0.397 -1.379 0.651 -1.1 1.3 -0.9 0.0490
H -2.721 0.797 -1.112 -1.3 -0.8 0.1 0.1095
H -2.314 1.186 0.658 0.8 2.2 2.1 0.1072
```
Forces are in eV/Å.

The spin multiplicity is 3. The energy relative to the best compared isomer or geometry (same formula, charge and spin) is 363.7 kJ/mol. The calculation puts the LUMO energy (alpha / beta) at 1.04 / -2.97 eV. The value obtained for the orbital gap (alpha / beta) is 4.981 / 8.434 eV. The electronic energy comes out at -12538.45474 eV.